ORCA calculation (ωB97M-V/def2-TZVPD) on C23H25N3O4S in the gas phase.

ORCA input file:
```
! wB97M-V def2-TZVPD RIJCOSX def2/J DEFGRID3
* xyz 0 1
C 1.5100 2.1313 -1.4614
O 0.1459 1.8399 -1.3000
C -0.2808 0.5501 -1.5218
C 0.5501 -0.4351 -2.0246
C 0.0837 -1.7179 -2.2707
C -1.2306 -2.0195 -1.9909
C -2.0699 -1.0476 -1.4744
C -1.6375 0.2575 -1.2362
N -2.5187 1.2393 -0.8221
C -2.1418 2.3382 0.0461
C -3.1880 2.5312 1.1667
N -3.8226 1.2961 1.5432
S -3.1314 0.4116 2.7676
O -4.0258 -0.6737 3.0412
O -2.8130 1.3445 3.8085
C -1.5935 -0.2711 2.1483
C -0.4419 0.4910 2.2153
C 0.7337 -0.0083 1.6922
C 0.7627 -1.2813 1.1152
C 1.9819 -1.7829 0.5269
C 2.3398 -2.9972 0.0008
N 3.6157 -2.9272 -0.4596
C 4.0034 -1.7099 -0.2165
C 5.3141 -1.1562 -0.5337
C 5.9285 -0.1283 0.3837
C 5.4349 0.2864 -0.9590
O 3.0612 -0.9596 0.3836
C -0.3983 -2.0574 1.1068
C -1.5755 -1.5458 1.6159
C -4.5010 0.5928 0.4743
C -3.9444 1.0506 -0.8846
H 1.8299 2.0260 -2.5037
H 2.1330 1.4963 -0.8225
H 1.6240 3.1713 -1.1573
H 1.5784 -0.2090 -2.2582
H 0.7536 -2.4612 -2.6738
H -1.6146 -3.0128 -2.1667
H -3.0857 -1.3245 -1.2443
H -1.1691 2.1264 0.4828
H -2.0606 3.2668 -0.5357
H -3.9679 3.2319 0.8505
H -2.7207 2.9270 2.0680
H -0.4809 1.4563 2.6959
H 1.6392 0.5784 1.7303
H 1.7775 -3.9040 -0.0716
H 5.9601 -1.8869 -0.9994
H 6.9922 -0.1836 0.5538
H 5.3573 0.1666 1.2506
H 6.1532 0.5199 -1.7292
H 4.5284 0.8702 -1.0122
H -0.3741 -3.0495 0.6875
H -2.4837 -2.1268 1.6246
H -5.5777 0.7961 0.5324
H -4.3494 -0.4752 0.6366
H -4.2023 0.3428 -1.6711
H -4.3914 2.0161 -1.1483
*
```

Computed properties:
- structure (SMILES) = COc1ccccc1N1CCN(S(=O)(=O)c2ccc(-c3cnc(C4CC4)o3)cc2)CC1
- HOMO level (Eh) = -0.277
- energy (eV) = -47750.5999

=====

ORCA calculation (ωB97M-V/def2-TZVPD) on 2 unconnected molecules or ions with the total composition C8H10INO3.

ORCA input file:
```
! wB97M-V def2-TZVPD RIJCOSX def2/J DEFGRID3
* xyz 0 1
C 2.4053 1.6118 -1.0510
C 2.7668 1.5874 0.3293
C 1.4306 0.7409 -1.2332
C 1.8879 0.7761 0.9909
C -2.2858 -1.1466 0.8244
C -1.2395 -0.2974 0.1290
C -2.7854 -1.0548 -1.3082
C 0.1702 -0.8665 0.0948
N 1.0979 0.1473 0.0178
O -3.2643 -1.4142 -0.1625
O -1.6607 -0.4076 -1.3049
O -4.2713 0.8632 -1.2899
I -5.5321 0.4672 0.0962
H 2.7329 2.1142 -1.9283
H 3.5864 2.2099 0.8393
H 1.0023 0.5993 -2.2068
H 1.9214 0.6269 1.9780
H -1.9477 -2.0719 1.0660
H -2.8574 -0.6193 1.6215
H -1.4623 0.8180 0.1895
H -3.4104 -0.9148 -2.1101
H 0.0886 -1.6272 -0.6762
H 0.4800 -1.3815 1.0745
*
```

Computed properties:
- HOMO level (spin up / spin down) (Eh) = -0.267 / -0.267
- energy (eV) = -24185.5258